1.
Here is a 2-piece molecular cluster, C32H58FN2O4S overall at a distorted geometry from the OMol25 dataset. Energies are from ωB97M-V/def2-TZVPD.

Each line ends with the Löwdin charge.
CARTESIAN COORDINATES (ANGSTROEM)
C (-8.715, -3.897, 2.313)  -0.1589
C (-7.409, -3.213, 3.030)  -0.2692
C (-6.099, -3.213, 2.033)  -0.2219
C (-5.797, -1.688, 1.434)  -0.2221
C (-6.391, -1.658, -0.097)  -0.2208
C (-6.209, -0.228, -0.881)  -0.2164
C (-4.694, 0.415, -0.786)  -0.2255
C (-4.769, 2.048, -1.032)  -0.2260
C (-3.278, 2.545, -1.522)  -0.2070
C (-2.276, 2.933, -0.241)  -0.1954
C (-0.716, 2.400, -0.512)  -0.1844
C (-0.152, 1.617, 0.853)  -0.1967
C (0.008, 2.774, 2.003)  -0.1567
C (1.065, 2.434, 3.202)  0.0028
C (2.482, 3.198, 3.430)  0.1230
C (3.319, 2.676, 4.675)  -0.1850
S (5.021, 3.519, 4.919)  0.9096
O (5.860, 3.049, 3.667)  -0.3403
O (5.779, 2.963, 6.156)  -0.3059
F (4.943, 5.228, 4.829)  -0.2255
N (3.042, 1.665, 5.684)  0.1287
N (1.854, 1.087, 5.405)  0.0293
C (0.885, 1.308, 4.332)  -0.0051
C (-0.472, 0.362, 4.260)  -0.1166
C (-0.210, -1.223, 4.575)  -0.2022
C (1.174, -1.845, 3.962)  -0.2334
C (1.101, -2.299, 2.388)  -0.1975
C (2.662, -2.739, 1.975)  -0.2088
C (3.042, -1.873, 0.630)  -0.2406
C (4.395, -2.436, -0.158)  -0.1993
C (3.948, -2.772, -1.704)  -0.2336
C (4.075, -1.506, -2.743)  -0.2250
C (3.227, -0.170, -2.313)  -0.2776
C (2.676, 0.734, -3.568)  -0.1278
H (-9.566, -4.096, 3.123)  0.0853
H (-8.458, -4.881, 1.719)  0.0808
H (-9.155, -3.131, 1.524)  0.0733
H (-7.709, -2.117, 3.361)  0.1040
H (-7.126, -3.823, 4.011)  0.1073
H (-5.134, -3.693, 2.521)  0.1060
H (-6.381, -3.890, 1.095)  0.1018
H (-4.627, -1.482, 1.496)  0.0919
H (-6.325, -0.892, 2.140)  0.1133
H (-7.554, -1.852, -0.012)  0.1121
H (-5.964, -2.571, -0.728)  0.1243
H (-6.962, 0.591, -0.501)  0.1131
H (-6.466, -0.398, -2.034)  0.1251
H (-4.020, -0.048, -1.632)  0.1126
H (-4.173, 0.255, 0.258)  0.0908
H (-5.127, 2.554, -0.016)  0.1220
H (-5.598, 2.267, -1.858)  0.1212
H (-3.444, 3.491, -2.229)  0.1190
H (-2.751, 1.723, -2.202)  0.1059
H (-2.710, 2.550, 0.793)  0.1037
H (-2.229, 4.108, -0.167)  0.1118
H (-0.666, 1.721, -1.464)  0.1120
H (-0.063, 3.366, -0.643)  0.1066
H (-1.003, 0.819, 1.106)  0.1121
H (0.842, 1.032, 0.653)  0.1098
H (-1.042, 3.094, 2.462)  0.1448
H (0.406, 3.753, 1.451)  0.1356
H (2.881, 4.062, 2.750)  0.1498
H (1.591, 0.328, 6.108)  0.1996
H (-1.061, 0.445, 3.252)  0.1084
H (-1.216, 0.763, 5.103)  0.1472
H (-1.107, -1.832, 4.083)  0.1371
H (-0.333, -1.381, 5.751)  0.1222
H (2.126, -1.177, 4.085)  0.0908
H (1.398, -2.841, 4.582)  0.1382
H (0.656, -1.483, 1.664)  0.1016
H (0.486, -3.308, 2.348)  0.1234
H (2.776, -3.905, 1.850)  0.1232
H (3.441, -2.410, 2.819)  0.1159
H (3.178, -0.714, 0.879)  0.1123
H (2.115, -1.997, -0.109)  0.0954
H (4.824, -3.412, 0.370)  0.1165
H (5.233, -1.607, -0.184)  0.1146
H (4.692, -3.621, -2.088)  0.1156
H (2.868, -3.250, -1.726)  0.1163
H (5.201, -1.215, -2.999)  0.1235
H (3.620, -1.884, -3.777)  0.1195
H (3.864, 0.423, -1.524)  0.1020
H (2.261, -0.548, -1.730)  0.0869
H (1.507, 0.514, -3.667)  0.0849
H (3.248, 0.531, -4.570)  0.0632
H (2.739, 1.869, -3.211)  0.0800
O (3.033, 0.076, -7.306)  0.0951
C (4.006, 0.789, -7.491)  -0.4642
O (4.289, 1.909, -6.764)  0.0137
C (5.434, 2.552, -7.321)  -0.1700
C (6.159, 1.478, -8.090)  -0.1689
C (5.032, 0.595, -8.566)  -0.0857
H (5.097, 3.369, -7.967)  0.1305
H (6.051, 2.966, -6.519)  0.1288
H (6.779, 1.871, -8.900)  0.1226
H (6.808, 0.910, -7.412)  0.1239
H (4.621, 0.939, -9.519)  0.1387
H (5.342, -0.450, -8.632)  0.1334

Output
Orbital gap: 6.01 eV
Largest force on an atom: 9.208 eV Å⁻¹
HOMO: -11.603 eV
Net charge: +1
LUMO: -5.596 eV
Energy: -2161.71368 Eh



2.
Here is C2H3NO3 as an isolated structure at a distorted geometry from the OMol25 dataset. Energies are from ωB97M-V/def2-TZVPD.

Each line ends with the Löwdin charge.
CARTESIAN COORDINATES (ANGSTROEM)
C (-0.503, 0.631, -0.211)  0.1106
C (1.071, -0.169, 0.804)  -0.0325
N (2.237, 0.067, 0.057)  -0.4290
O (3.018, -0.865, -0.002)  0.0692
O (2.400, 1.157, -0.452)  0.0739
O (0.157, 0.890, 0.994)  -0.1132
H (-0.171, 1.160, -1.089)  0.0938
H (-1.262, -0.132, -0.212)  0.0854
H (0.873, -1.146, 1.212)  0.1418

Output
Orbital gap (alpha / beta): 8.17 / 8.67 eV
Largest force on an atom: 4.409 eV Å⁻¹
HOMO (alpha / beta): -9.754 / -9.821 eV
LUMO (alpha / beta): -1.584 / -1.155 eV
Energy: -358.25033 Eh



3.
Here is an isolated ion of composition C8H10NS and charge +1 at a distorted geometry from the OMol25 dataset. Energies are from ωB97M-V/def2-TZVPD.

Each line ends with the Löwdin charge.
CARTESIAN COORDINATES (ANGSTROEM)
C (3.079, -0.949, 0.584)  -0.0819
C (1.977, -0.130, 0.480)  -0.0663
C (0.955, 0.489, 0.476)  0.0087
C (-0.344, 1.016, 0.335)  -0.3608
N (-0.340, 1.952, -0.829)  0.2451
C (-1.510, 0.073, 0.274)  -0.5059
C (-1.594, -1.286, 0.076)  -0.0762
C (-2.936, -1.788, 0.220)  -0.1137
C (-3.824, -0.736, 0.286)  -0.3580
S (-3.079, 0.808, 0.543)  1.0493
H (3.804, -0.718, 1.467)  0.1438
H (2.885, -1.971, 0.694)  0.0730
H (3.663, -0.799, -0.353)  0.1135
H (-0.616, 1.541, 1.246)  0.1472
H (0.545, 1.721, -1.208)  0.1386
H (-0.433, 2.951, -0.615)  0.1874
H (-1.116, 1.636, -1.477)  0.1928
H (-0.817, -2.024, 0.019)  0.1181
H (-3.169, -2.767, 0.035)  0.0837
H (-4.860, -0.608, 0.075)  0.0616

Output
Orbital gap: 9.22 eV
Largest force on an atom: 4.929 eV Å⁻¹
HOMO: -12.676 eV
Structure (SMILES): CC#C[C@@H]([NH3+])c1cccs1
Net charge: +1
LUMO: -3.456 eV
Energy: -763.42879 Eh



4.
Here is C7H23AgN3O5 as an isolated structure at a distorted geometry from the OMol25 dataset. Energies are from ωB97M-V/def2-TZVPD.

Each line ends with the Löwdin charge.
CARTESIAN COORDINATES (ANGSTROEM)
Ag (-3.671, -0.329, -0.959)  0.6827
O (-5.986, -0.315, 2.832)  -0.6503
H (-6.422, 0.003, 3.647)  -0.1998
O (-2.312, -4.094, -3.297)  -0.6277
H (-1.495, -4.528, -2.982)  -0.1932
C (-3.254, 3.303, -5.566)  -0.0891
C (-3.550, 1.849, -6.019)  -0.2760
O (-4.589, 1.317, -5.108)  -0.1059
H (-4.122, 3.951, -5.687)  0.0604
H (-2.617, 3.807, -6.293)  0.0672
H (-3.098, 3.403, -4.492)  0.0729
H (-2.663, 1.218, -6.074)  0.0986
H (-3.829, 1.726, -7.066)  0.0972
H (-4.901, 0.520, -5.543)  0.0696
C (-1.036, 3.080, 3.831)  -0.8689
O (-1.355, 3.081, 2.662)  0.0447
N (-1.598, 2.507, 4.802)  0.1779
N (0.101, 3.512, 4.181)  0.1447
H (-2.397, 1.936, 4.565)  0.1386
H (-1.477, 2.955, 5.699)  0.1229
H (0.663, 3.735, 3.372)  0.1200
H (0.625, 3.074, 4.925)  0.1145
C (1.917, -2.507, 1.719)  -0.0894
C (2.811, -1.712, 0.855)  -0.4320
C (4.027, -2.601, 0.421)  -0.2298
O (4.845, -2.992, 1.470)  -0.2013
C (5.581, -1.917, 2.113)  -0.0828
N (1.974, -1.365, -0.318)  0.0367
H (2.404, -2.970, 2.577)  0.0810
H (1.235, -3.247, 1.299)  0.0901
H (1.269, -1.747, 2.157)  0.0831
H (3.168, -0.824, 1.377)  0.1251
H (4.733, -2.238, -0.325)  0.1142
H (3.599, -3.512, 0.004)  0.1269
H (6.230, -2.372, 2.861)  0.0819
H (5.015, -1.165, 2.664)  0.0769
H (6.201, -1.454, 1.346)  0.0826
H (2.612, -0.988, -1.005)  0.0621
H (1.362, -2.099, -0.644)  0.0737

Output
Orbital gap: 3.31 eV
Largest force on an atom: 8.340 eV Å⁻¹
HOMO: -3.357 eV
Net charge: -1
LUMO: -0.048 eV
Energy: -967.65902 Eh



5.
Here is a 2-piece molecular cluster, C2H3N6O2 overall at a distorted geometry from the OMol25 dataset. Energies are from ωB97M-V/def2-TZVPD.

Each line ends with the Löwdin charge.
CARTESIAN COORDINATES (ANGSTROEM)
C (-0.209, -0.504, -3.295)  -0.1540
C (0.256, -0.506, 1.464)  -0.0221
N (-0.677, -1.400, -3.837)  0.2891
N (-0.045, 0.192, 3.727)  -0.1199
N (-0.187, 0.163, 2.461)  0.1235
N (0.350, 0.410, -2.406)  -0.0120
N (0.239, -0.717, 0.303)  -0.0240
N (-0.152, 1.405, -1.859)  0.2760
O (0.239, -0.726, 4.447)  0.1244
O (0.415, -1.173, -0.809)  -0.0403
H (-0.537, 0.997, 4.085)  0.1936
H (1.400, 0.228, -2.159)  0.2424
H (-1.091, 1.631, -2.122)  0.1234

Output
Orbital gap (alpha / beta): 6.32 / 6.33 eV
Largest force on an atom: 2.875 eV Å⁻¹
HOMO (alpha / beta): -13.372 / -13.373 eV
Net charge: +1
LUMO (alpha / beta): -7.049 / -7.047 eV
Energy: -556.39542 Eh